The following is a quantum chemistry calculation of a cluster of 17 separate species, C34H74BBr32NO3P in total at a distorted geometry, from OMol25.

Output
Orbital gap   5.54 eV
Relative energy (zero: lowest compared OMol25 entry of this formula, charge and spin)   0.000 eV
Net charge   -1
Energy   -84355.11245 a.u.

```
146
Properties=species:S:1:pos:R:3:forces:R:3:mulliken_charge:R:1
N 1.60207 2.58860 0.30523 -0.3 -0.1 -0.5 -0.2774
B 0.53268 1.66174 -0.18073 -0.3 0.2 0.0 1.1875
O 0.83754 0.80076 -1.24596 0.7 -0.4 0.9 -0.7552
P -1.20342 1.66144 0.73383 0.3 -0.2 0.0 0.2393
O -2.13416 2.45652 -0.54798 -0.5 0.0 0.0 -0.3603
C -3.47795 2.00988 -0.57522 0.2 -0.3 -0.7 0.1943
C -3.72482 1.20470 0.73708 -0.5 0.0 -0.1 0.0038
O -2.70970 1.58233 1.63065 -0.3 -0.4 -0.3 -0.3884
H 1.67701 2.35974 1.30507 0.1 0.2 -0.3 0.2043
H 1.13621 3.50182 0.32279 0.3 -0.2 0.2 -0.1890
H 0.56765 -0.09750 -0.98344 -0.5 0.5 -0.5 0.2715
H -0.94007 2.98694 1.29465 0.0 -0.1 0.2 -0.4382
H -0.49567 0.99726 1.85668 0.1 0.2 0.0 -0.1663
H -1.50434 0.33924 0.15365 -0.2 0.0 0.0 -0.3719
H -4.20612 2.83782 -0.72401 0.5 -0.1 0.3 -0.0901
H -3.60628 1.36208 -1.47117 -0.2 0.1 0.4 -0.0908
H -3.73464 0.12265 0.46285 0.3 0.3 0.4 0.1500
H -4.71788 1.39196 1.19043 0.6 0.1 -0.2 -0.0592
Br -4.56507 -1.36368 -3.64322 0.0 0.1 0.0 -0.0980
C -4.12658 -0.79497 -5.45291 0.1 -0.2 0.1 -0.5190
C -3.56502 0.60185 -5.47327 0.0 0.1 0.0 -0.6613
Br -4.95159 1.93544 -5.20792 0.0 0.0 0.0 -0.1423
H -5.03634 -0.88862 -6.03896 0.0 0.0 0.0 0.4164
H -3.38661 -1.50726 -5.81552 0.0 0.0 0.0 0.3043
H -3.12478 0.82138 -6.44417 0.0 0.0 0.0 0.3819
H -2.82458 0.76628 -4.69510 0.0 0.0 0.0 0.3153
Br 6.43376 1.88221 -3.72658 0.0 0.0 0.0 -0.2005
C 5.01741 1.15205 -2.59930 0.0 0.0 -0.1 -0.6648
C 4.16020 2.22350 -1.98641 -0.2 -0.1 0.2 0.1492
Br 5.05235 3.12090 -0.51784 0.2 0.1 0.0 -0.1170
H 5.50691 0.53675 -1.85023 0.0 0.0 0.0 0.4208
H 4.41914 0.52578 -3.25790 0.0 0.0 0.0 0.4026
H 3.25972 1.79235 -1.54450 0.0 0.0 0.0 -0.1784
H 3.88055 2.99282 -2.70072 0.0 -0.1 0.0 0.1823
Br -6.33135 3.75479 1.20616 -0.1 0.3 0.1 -0.0680
C -4.97609 5.08436 0.79402 0.1 -0.2 0.1 -0.5678
C -5.24542 6.40663 1.45803 0.1 0.1 0.0 -0.6266
Br -6.67742 7.39997 0.58189 0.0 0.0 0.0 -0.1912
H -4.93288 5.15911 -0.28858 0.0 0.0 0.0 0.4095
H -4.04195 4.65950 1.16200 0.0 0.0 0.0 0.2708
H -4.36885 7.04809 1.39290 0.0 0.0 0.0 0.4000
H -5.54040 6.29370 2.49688 0.0 0.0 0.0 0.3647
Br 1.95681 3.17159 -5.81179 0.0 0.0 0.0 -0.1841
C 1.33948 4.49039 -4.51459 0.1 -0.1 0.1 -0.6946
C 0.31916 3.92527 -3.56159 0.0 0.0 -0.1 0.0922
Br -1.39613 3.71129 -4.44725 -0.1 0.0 0.1 -0.1257
H 0.94757 5.32265 -5.09174 0.0 0.0 0.0 0.4799
H 2.22945 4.80930 -3.97479 0.0 0.0 0.0 0.3924
H 0.17315 4.62510 -2.74159 -0.1 -0.2 0.0 -0.1149
H 0.59451 2.95094 -3.16812 0.0 0.0 0.0 0.1268
Br 8.13493 1.72992 1.80831 0.1 0.1 0.0 -0.1117
C 7.37238 3.09429 2.96267 0.1 0.0 -0.1 -0.5326
C 6.53414 2.49168 4.05827 -0.2 0.0 0.1 -0.5560
Br 4.84066 1.84933 3.35593 0.1 -0.1 -0.1 -0.0611
H 6.79643 3.75446 2.31980 0.0 0.0 0.0 0.2978
H 8.21681 3.63904 3.38148 0.0 0.0 0.0 0.3985
H 6.28191 3.24121 4.80710 0.0 0.0 0.0 0.3612
H 7.01685 1.64515 4.53922 0.0 0.0 0.0 0.2139
Br 0.66761 5.80367 1.35252 -0.1 0.2 -0.1 -0.1300
C 1.86595 6.96955 0.36874 0.0 -0.2 0.2 -0.6129
C 1.14525 7.98452 -0.47196 0.0 0.1 -0.2 -0.5336
Br 0.35116 7.21830 -2.07703 0.0 0.1 0.1 -0.1165
H 2.50297 6.31748 -0.22363 0.0 0.1 0.0 0.3329
H 2.46475 7.47886 1.12164 0.0 0.0 0.0 0.3623
H 1.84870 8.73311 -0.83153 0.0 0.0 0.0 0.3568
H 0.33399 8.47015 0.06265 0.0 0.0 0.0 0.3578
Br -6.99250 0.19059 3.02364 0.0 0.0 0.0 -0.1585
C -8.31854 -0.21062 1.65650 0.1 -0.1 0.2 -0.5216
C -7.68442 -0.66119 0.36918 0.0 0.1 -0.3 -0.4032
Br -6.90989 0.81905 -0.62173 -0.1 -0.2 -0.1 -0.1293
H -8.91491 0.68665 1.52926 0.0 0.0 0.0 0.3186
H -8.93634 -1.00384 2.07361 0.0 0.0 -0.1 0.2513
H -8.44357 -1.08505 -0.28546 0.0 0.0 0.1 0.1889
H -6.88966 -1.38572 0.52474 0.0 0.0 0.1 0.4377
Br -6.62996 -4.33771 -5.38928 0.0 0.0 0.0 -0.1372
C -5.22829 -5.60016 -4.92530 0.0 0.1 0.1 -0.5875
C -3.86149 -5.00244 -5.14166 0.0 -0.1 -0.1 -0.2913
Br -3.41564 -4.91995 -7.03295 0.0 0.1 0.0 -0.0907
H -5.40009 -6.49195 -5.52182 0.0 0.0 0.0 0.3785
H -5.37660 -5.82964 -3.87169 0.0 0.0 0.0 0.3749
H -3.09429 -5.62223 -4.68166 0.0 0.0 0.0 0.3595
H -3.79268 -3.98934 -4.75515 0.0 0.0 0.0 -0.0167
Br 7.24068 -1.36857 3.95348 -0.1 -0.1 0.0 0.0211
C 8.83857 -2.47227 3.97925 0.0 0.2 0.1 -0.5080
C 10.02048 -1.74707 3.39345 0.1 0.0 -0.1 -0.0555
Br 9.93134 -1.65415 1.45159 0.0 0.0 0.0 -0.1626
H 8.60498 -3.38360 3.43583 0.0 0.0 0.0 0.3904
H 9.01588 -2.70847 5.02696 0.0 0.0 0.0 0.2279
H 10.94208 -2.28343 3.60973 -0.1 0.0 0.1 -0.2401
H 10.09481 -0.72289 3.75012 -0.1 0.0 0.0 0.4184
Br -6.23055 -5.15416 -9.88294 0.0 -0.1 0.0 -0.0566
C -8.16301 -5.31153 -10.02900 0.1 0.1 -0.1 -0.6331
C -8.85340 -5.13430 -8.70181 -0.1 -0.1 0.1 -0.5423
Br -8.66545 -6.69422 -7.56019 0.0 -0.1 -0.1 -0.1318
H -8.36346 -6.28361 -10.46984 0.0 0.0 0.0 0.3680
H -8.46982 -4.52683 -10.71820 0.0 0.0 0.0 0.3474
H -9.92424 -5.01118 -8.85207 0.0 0.0 0.0 0.3525
H -8.46327 -4.29128 -8.13732 0.0 0.0 0.0 0.2935
Br 3.56119 3.12669 6.96462 0.1 0.0 0.0 -0.1589
C 3.09488 1.29474 6.51103 -0.1 0.1 0.0 -0.3227
C 3.39025 0.34110 7.63444 0.1 -0.1 0.0 -0.4920
Br 5.29713 0.00774 7.81324 0.0 0.1 0.1 -0.0630
H 3.65124 1.05624 5.61092 0.0 0.0 0.0 0.0111
H 2.02952 1.30676 6.28733 0.0 0.0 0.0 0.4333
H 2.93777 -0.62885 7.43020 0.0 0.0 0.0 0.1303
H 3.04848 0.70336 8.60030 0.0 0.0 0.0 0.3970
Br 7.51004 -3.51868 7.36295 -0.1 0.0 0.1 -0.1393
C 6.09458 -4.76192 6.87854 0.1 0.0 0.0 -0.5352
C 5.39228 -4.36336 5.60678 -0.1 0.0 0.0 -0.3868
Br 4.20023 -2.86009 5.88887 0.0 -0.1 -0.1 -0.1062
H 5.41816 -4.80146 7.72766 0.0 0.0 0.0 0.2890
H 6.58338 -5.72669 6.75577 0.0 0.0 0.0 0.3647
H 4.76328 -5.17999 5.25706 0.0 0.0 0.0 0.3507
H 6.08004 -4.06883 4.81815 0.0 0.0 0.0 0.1272
Br -2.52257 -4.79388 -10.58161 0.1 0.0 0.0 -0.1354
C -3.12000 -3.41691 -11.81460 -0.1 0.0 0.2 -0.6472
C -3.87714 -3.99915 -12.97819 0.0 0.0 -0.1 -0.4371
Br -2.69346 -4.85089 -14.26686 0.0 0.0 0.0 -0.1511
H -2.23675 -2.86520 -12.12221 0.0 0.0 0.0 0.4156
H -3.77218 -2.76860 -11.23178 0.0 0.0 0.0 0.3345
H -4.38863 -3.21158 -13.52812 0.0 0.0 0.0 0.3641
H -4.59407 -4.75223 -12.66449 0.0 0.0 0.0 0.2289
Br 13.55948 -0.50128 6.43284 0.0 -0.1 0.0 -0.1292
C 14.73968 -0.95266 4.95498 -0.1 0.1 0.1 -0.5885
C 13.98246 -1.55398 3.80136 0.0 -0.1 -0.1 -0.5156
Br 13.45918 -3.39305 4.15858 0.0 0.0 0.0 -0.1543
H 15.49500 -1.62511 5.35040 0.0 0.0 0.0 0.3787
H 15.20426 -0.01591 4.65341 0.0 0.0 0.0 0.3513
H 14.60874 -1.59632 2.91265 0.0 0.0 0.0 0.3695
H 13.07082 -1.00737 3.57539 0.0 0.0 0.0 0.2718
Br -11.34521 0.22197 -0.09903 0.0 -0.1 -0.1 -0.1100
C -12.25562 -1.39890 -0.66800 -0.1 0.2 0.0 -0.5880
C -12.24008 -2.46985 0.38946 0.0 -0.1 0.0 -0.5772
Br -10.50984 -3.34594 0.52515 0.0 0.1 0.0 -0.1483
H -11.78065 -1.71761 -1.59126 0.0 0.0 0.0 0.3786
H -13.28071 -1.09484 -0.87194 0.0 0.0 0.0 0.3422
H -12.94313 -3.25991 0.13282 0.0 0.0 0.0 0.3488
H -12.47338 -2.07966 1.37582 0.0 0.0 0.0 0.3680
Br 3.53053 -2.70575 13.05359 0.0 0.0 0.0 -0.1498
C 2.66568 -1.47727 11.81820 0.0 0.0 0.1 -0.5403
C 1.84440 -2.20438 10.78600 0.1 0.0 -0.1 -0.6341
Br 2.96346 -3.02545 9.42580 -0.1 0.0 0.0 -0.0698
H 3.45372 -0.87765 11.37110 0.0 0.0 0.0 0.3027
H 2.02835 -0.84547 12.43387 0.0 0.0 0.0 0.3817
H 1.20480 -1.50354 10.25228 0.0 0.0 0.0 0.3311
H 1.23699 -2.99416 11.21792 0.0 0.0 0.0 0.4015
```
Positions in Å, forces in eV/Å.